16
Properties=species:S:1:pos:R:3 method="wB97M-V/def2-TZVPD" total_energy_ha=-338.40065 multiplicity=1 charge=+1 mol_weight_g_mol=101.13 largest_force_ev_per_a=2.0 e_homo_ha="-0.4476 / -0.4476"
C 1.40763 -0.57074 0.37246
C -0.73923 1.95930 0.07075
C -1.04253 0.53158 0.09155
N -2.47173 -1.29774 -0.34373
N -1.91548 -0.25326 -0.06071
N 1.98980 0.02415 -0.64062
N 0.88387 -1.77087 0.27998
H -1.19081 2.43110 0.94458
H 0.33261 2.13881 0.10941
H -1.14721 2.43876 -0.81964
H 1.43594 -0.09545 1.34538
H -3.17227 -1.61795 0.31296
H 2.45414 0.91153 -0.53276
H 1.97501 -0.39281 -1.56184
H 0.39056 -2.19912 1.04736
H 0.80969 -2.23730 -0.61513